Here is C2H6EuO as an isolated structure in a non-equilibrium geometry from OMol25. Energies are from the ωB97M-V functional and the def2-TZVPD basis.

Results
E_LUMO (spin up / spin down) = 0.01464 / 0.01691 hartree
Multiplicity = 8
Relative energy (zero: lowest compared OMol25 entry of this formula, charge and spin) = 4.6 kcal per mole
HOMO-LUMO gap (spin up / spin down) = 5.3 / 5.1 eV

Each line ends with the Mulliken charge.
Element x y z (Å)
H1 -1.44 -0.52 -0.59  0.1388
C1 1.41 0.72 1.35  -0.5854
O1 0.65 0.11 0.34  -0.1209
C2 -0.76 -0.04 0.53  -0.5204
H2 2.40 0.86 0.90  0.2099
H3 0.98 1.69 1.63  0.2835
H4 1.40 0.04 2.22  0.2619
H5 -1.21 0.93 0.79  0.2732
H6 -0.90 -0.81 1.32  0.2594
Eu1 0.74 -0.49 -2.14  -0.1999